#w
{"formula": "C9H28ClO9", "method": "ωB97M-V/def2-TZVPD", "species": ["Cl", "O", "O", "O", "O", "O", "O", "O", "O", "O", "C", "C", "C", "C", "C", "C", "C", "C", "C", "H", "H", "H", "H", "H", "H", "H", "H", "H", "H", "H", "H", "H", "H", "H", "H", "H", "H", "H", "H", "H", "H", "H", "H", "H", "H", "H", "H"], "positions_angstrom": [[-18.070, 6.688, 2.012], [-18.199, 5.642, 5.788], [-19.063, 5.986, 2.792], [-17.906, 8.008, 2.568], [-16.810, 5.972, 2.102], [-16.643, 4.599, -1.137], [-19.469, 1.386, 3.227], [-19.982, 6.111, -1.693], [-17.126, 10.764, 3.021], [-18.433, 6.781, 0.616], [-18.311, 12.728, 2.499], [-17.773, 2.500, -1.405], [-17.994, 11.327, 2.041], [-16.814, 5.384, 5.615], [-19.112, 6.001, -2.806], [-18.989, 2.623, 2.675], [-17.199, 3.496, -0.426], [-17.359, 11.285, 0.659], [-16.151, 2.801, 0.442], [-16.415, 5.932, 4.760], [-19.461, 6.325, -0.909], [-18.874, 12.720, 3.434], [-18.082, 11.543, -0.113], [-18.547, 5.946, 4.942], [-17.388, 13.289, 2.675], [-18.401, 3.014, -2.133], [-18.383, 1.765, -0.879], [-16.223, 5.159, -0.474], [-16.717, 2.073, 1.031], [-15.591, 3.469, 1.094], [-16.281, 5.700, 6.515], [-18.777, 4.971, -2.940], [-18.021, 2.918, 3.089], [-18.793, 2.450, 1.619], [-17.242, 9.806, 2.964], [-18.906, 10.718, 2.028], [-19.694, 3.425, 2.869], [-16.636, 4.312, 5.474], [-19.674, 6.276, -3.705], [-18.025, 3.873, 0.188], [-20.350, 1.539, 3.576], [-16.967, 1.998, -1.944], [-15.475, 2.221, -0.189], [-16.493, 11.954, 0.630], [-18.250, 6.661, -2.712], [-16.950, 10.290, 0.473], [-18.896, 13.290, 1.767]], "total_charge": -1}

=====

#x
{"formula": "C9H28ClO9", "method": "ωB97M-V/def2-TZVPD", "species": ["Cl", "O", "O", "O", "O", "O", "O", "O", "O", "O", "C", "C", "C", "C", "C", "C", "C", "C", "C", "H", "H", "H", "H", "H", "H", "H", "H", "H", "H", "H", "H", "H", "H", "H", "H", "H", "H", "H", "H", "H", "H", "H", "H", "H", "H", "H", "H"], "positions_angstrom": [[-0.703, -0.221, 1.239], [0.650, -3.806, 0.396], [0.153, 3.010, -2.057], [-0.971, -1.372, 0.387], [-0.043, 0.117, -2.454], [-3.210, -1.687, 3.911], [2.322, 2.073, 2.995], [-1.925, 0.239, 1.853], [-0.118, 0.808, 0.434], [0.127, -0.682, 2.318], [1.921, -3.186, 0.316], [2.957, -4.247, 0.685], [-3.671, -2.959, 3.483], [-1.356, -0.276, -2.811], [-0.776, 4.962, -2.956], [2.210, -2.649, -1.090], [-1.687, 3.979, -0.852], [-1.132, 3.671, -2.235], [3.177, 1.790, 1.904], [2.857, -4.461, 1.753], [1.579, 1.470, 2.865], [-1.009, 4.657, -0.337], [-1.863, 3.078, -0.262], [-0.557, 4.817, -4.011], [-4.664, -2.935, 3.023], [-2.694, 4.418, -0.918], [0.002, -3.086, 0.325], [-1.371, -0.465, -3.886], [-1.455, 5.806, -2.787], [1.927, -2.345, 1.018], [3.131, -2.060, -1.053], [-3.648, -3.672, 4.307], [0.114, 5.365, -2.462], [-1.640, -1.193, -2.288], [2.364, -3.484, -1.778], [1.415, -2.009, -1.472], [-0.004, 2.044, -2.016], [-2.101, 0.495, -2.584], [-3.000, -3.360, 2.715], [3.240, 0.706, 1.741], [2.864, 2.191, 0.935], [2.713, -5.138, 0.103], [4.012, -4.014, 0.542], [-2.664, -1.373, 3.176], [-1.761, 2.917, -2.717], [4.195, 2.119, 2.114], [0.093, -0.046, -1.511]], "total_charge": -1}

=====

Which structure is the least stable? The one labeled #x.